Computed, not measured: an isolated ion of composition C3H6OS and charge -2 in a non-equilibrium geometry, with the ωB97M-V functional and the def2-TZVPD basis.

energy relative to the best compared isomer or geometry (same formula, charge and spin): 47.6 kJ/mol
structure (SMILES): [O-]CCC[S-]
charge: -2
gap between HOMO and LUMO: 0.19129 Eh
E: -591.213540 Ha
max |F|: 2.30 eV Å⁻¹
HOMO: 1.122 eV

Each line ends with the Mulliken charge.
Element x y z (Å)
O 1.5909 1.9225 0.0968  -0.95
C 1.0068 0.8164 -0.4629  -0.29
C 0.1972 -0.1195 0.4629  -0.33
C -1.1803 -0.5864 0.0509  -0.70
S -1.7409 -2.2616 0.5145  -0.85
H 0.2802 1.1277 -1.2824  0.11
H 1.8768 0.2151 -0.8656  0.05
H 0.1720 0.2973 1.4838  0.22
H 0.8937 -0.9377 0.7175  0.32
H -1.1751 -0.6402 -1.0508  0.19
H -1.9212 0.1666 0.3352  0.24